(1)
Here is a molecular structure, C12H28BeBrClF4MgNO2Si at a distorted geometry from the OMol25 dataset. Energies are from ωB97M-V with the def2-TZVPD basis set.

Summary:
Frontier orbital gap ... 1.4 eV
Charge ... +1
Lowest unoccupied orbital energy ... -8.63 eV
Calculated total energy ... -125620.097 eV
F_max ... 0.2156 Eh/bohr

Last column: Mulliken charge in e.
Geometry (Å):
N  -3.31  -0.51  -0.28  -0.501
C  -4.17  0.73  -0.46  -0.550
C  -5.32  0.60  0.69  -0.504
Si  -6.67  -0.54  -0.08  1.011
Cl  -8.41  0.65  -0.33  -0.232
H  -2.32  -0.27  -0.30  0.033
H  -3.56  -1.24  -0.96  0.339
H  -4.62  0.63  -1.52  0.300
H  -3.58  1.70  -0.36  0.369
H  -4.85  0.07  1.60  0.198
H  -5.72  1.62  1.01  0.302
H  -6.89  -1.76  0.73  -0.410
H  -6.22  -0.98  -1.42  -0.056
Mg  -6.12  -2.57  2.36  0.559
C  1.51  -2.00  -4.25  -1.033
C  0.20  -1.48  -4.81  -0.207
O  -0.82  -1.30  -3.83  -0.408
C  -0.82  -0.12  -3.02  1.254
O  -0.74  0.99  -3.79  -0.617
C  0.25  -0.17  -1.85  0.190
F  0.36  -1.40  -1.32  -0.315
F  -0.13  0.64  -0.79  -0.030
F  1.48  0.20  -2.20  -0.245
H  1.34  -2.75  -3.47  0.245
H  2.12  -2.43  -5.04  0.424
H  2.09  -1.19  -3.80  0.225
H  -0.19  -2.25  -5.48  0.320
H  0.35  -0.60  -5.43  0.250
H  -1.75  -0.26  -2.46  0.074
C  2.57  -1.66  1.54  -1.172
C  1.84  -0.42  2.05  -0.273
C  2.38  0.88  1.46  0.216
C  3.84  1.20  1.79  -0.879
C  4.17  1.28  3.28  -0.174
C  3.42  2.39  4.01  -1.242
H  3.62  -1.66  1.83  0.343
H  2.12  -2.56  1.96  0.402
H  2.51  -1.72  0.45  0.195
H  1.89  -0.40  3.14  0.184
H  0.79  -0.51  1.78  0.277
H  1.75  1.71  1.80  0.329
H  2.28  0.85  0.36  -0.273
H  4.11  2.15  1.32  0.440
H  4.49  0.45  1.33  0.344
H  5.25  1.46  3.39  0.350
H  3.97  0.32  3.77  0.169
H  3.64  3.36  3.56  0.326
H  3.73  2.43  5.06  0.328
H  2.34  2.22  3.99  0.303
Br  -0.27  2.22  -2.04  -0.065
Be  2.43  1.02  6.06  0.385
F  3.63  0.99  -1.06  -0.494

(2)
Here is a molecular structure, C12H28F6N2O4SbTi at a distorted geometry from the OMol25 dataset. Energies are from ωB97M-V with the def2-TZVPD basis set.

Summary:
2S+1 ... 2
Frontier orbital gap (spin up / spin down) ... 8.7 / 10.3 eV
Charge ... +2
Lowest unoccupied orbital energy (spin up / spin down) ... -6.59 / -6.59 eV
⟨S²⟩ ... 0.75
Calculated total energy ... -70017.784 eV
F_max ... 0.0203 Eh/bohr
Relative energy (zero: lowest compared OMol25 entry of this formula, charge and spin) ... 3.9 kcal per mole

Last column: Mulliken charge in e.
Geometry (Å):
Ti  0.20  0.08  -1.64  1.311
C  -2.69  1.49  -0.45  -0.532
C  -1.94  2.47  -1.30  -0.556
O  -1.38  1.65  -2.34  0.124
C  -0.91  2.34  -3.50  -0.611
C  -0.78  1.25  -4.53  -0.477
O  -0.10  0.17  -3.86  -0.176
C  -0.41  -1.15  -4.34  -0.713
C  -1.59  -1.66  -3.53  -0.496
O  -1.39  -1.28  -2.15  0.100
C  -2.58  -1.46  -1.37  -0.541
C  -2.35  -0.85  0.00  -0.798
O  -1.76  0.45  -0.16  -0.081
H  -3.55  1.10  -1.00  0.316
H  -3.05  1.94  0.48  0.385
H  -1.13  2.96  -0.75  0.215
H  -2.60  3.22  -1.73  0.483
H  0.04  2.83  -3.29  0.243
H  -1.65  3.08  -3.82  0.484
H  -0.19  1.56  -5.39  0.372
H  -1.76  0.91  -4.85  0.375
H  0.48  -1.75  -4.23  0.307
H  -0.69  -1.10  -5.40  0.460
H  -1.67  -2.75  -3.60  0.437
H  -2.53  -1.21  -3.86  0.410
H  -2.80  -2.53  -1.28  0.416
H  -3.41  -0.98  -1.89  0.406
H  -1.64  -1.44  0.58  0.297
H  -3.28  -0.79  0.55  0.459
F  1.06  1.60  -1.46  -0.554
Sb  4.92  -0.57  0.50  1.596
F  4.12  -1.33  -1.03  -0.486
F  1.39  -1.00  -2.27  -0.462
F  4.23  -1.86  1.71  -0.555
F  0.48  -0.57  0.02  -0.614
F  3.35  0.51  0.81  -0.537
C  2.02  -1.97  3.95  -1.495
C  1.54  -0.52  4.07  1.098
C  2.61  0.37  4.70  -1.668
C  0.22  -0.42  4.82  -1.550
N  1.33  -0.07  2.67  0.780
N  1.10  1.18  2.35  -0.495
H  2.17  -2.37  4.95  0.455
H  2.96  -2.03  3.41  0.271
H  1.27  -2.58  3.45  0.423
H  2.89  -0.06  5.67  0.443
H  2.25  1.38  4.91  0.504
H  3.51  0.41  4.08  0.348
H  0.37  -0.72  5.86  0.422
H  -0.53  -1.08  4.38  0.360
H  -0.16  0.60  4.83  0.398
H  1.31  -0.72  1.89  0.292
H  1.26  1.38  1.36  0.143
H  1.43  1.87  3.01  0.258

(3)
Here is a molecular structure, C12H28N4O4Sn at a distorted geometry from the OMol25 dataset. Energies are from ωB97M-V with the def2-TZVPD basis set.

Summary:
Frontier orbital gap ... 2.6 eV
Charge ... +2
Lowest unoccupied orbital energy ... -11.32 eV
Calculated total energy ... -32859.661 eV
F_max ... 0.0641 Eh/bohr
Relative energy (zero: lowest compared OMol25 entry of this formula, charge and spin) ... 178.1 kcal per mole

Last column: Mulliken charge in e.
Geometry (Å):
Sn  2.13  1.03  -2.26  1.636
C  4.17  -2.01  2.67  -0.975
C  3.43  -0.68  2.89  0.842
O  3.56  0.12  2.00  -0.640
N  2.75  -0.49  4.01  -0.200
C  2.13  0.77  4.52  -0.803
H  5.25  -1.91  2.53  0.291
H  3.94  -2.65  1.82  0.202
H  4.14  -2.65  3.55  0.308
H  2.77  -1.30  4.61  0.215
H  2.50  1.62  3.95  0.307
H  2.49  1.01  5.52  0.333
H  1.04  0.72  4.52  0.257
C  -2.85  -1.37  1.98  -1.021
C  -2.65  -0.88  0.59  0.831
O  -1.62  -0.38  0.11  -0.675
N  -3.71  -1.02  -0.23  -0.194
C  -3.92  -0.47  -1.59  -0.775
H  -3.92  -1.30  2.19  0.333
H  -2.25  -0.78  2.67  0.264
H  -2.64  -2.43  2.14  0.277
H  -4.44  -1.54  0.23  0.184
H  -2.98  -0.13  -2.03  0.237
H  -4.53  0.42  -1.44  0.309
H  -4.36  -1.19  -2.27  0.306
C  -1.22  6.89  0.07  -0.975
C  -1.23  6.00  -1.18  0.636
O  -0.34  5.16  -1.35  -0.661
N  -2.13  6.30  -2.11  -0.164
C  -2.76  7.64  -2.38  -0.932
H  -0.52  7.71  -0.11  0.298
H  -1.10  6.29  0.97  0.303
H  -2.14  7.46  0.14  0.334
H  -2.11  5.69  -2.91  0.267
H  -3.24  7.64  -3.35  0.335
H  -2.11  8.51  -2.25  0.307
H  -3.54  7.72  -1.63  0.355
C  1.22  -5.51  -0.46  -0.897
C  1.67  -4.85  -1.77  0.727
O  1.47  -3.65  -2.06  -0.729
N  2.07  -5.75  -2.62  -0.203
C  2.57  -5.58  -4.01  -0.783
H  1.21  -6.59  -0.43  0.327
H  0.23  -5.09  -0.30  0.252
H  1.91  -5.27  0.36  0.240
H  1.87  -6.70  -2.34  0.243
H  1.68  -5.73  -4.63  0.304
H  3.36  -6.29  -4.27  0.287
H  2.77  -4.51  -4.06  0.284

(4)
Here is 3 unconnected molecules or ions with the total composition C12H29B5O12S2 from the OMol25 dataset. Energies are from ωB97M-V with the def2-TZVPD basis set.

Summary:
Frontier orbital gap ... 9.5 eV
Lowest unoccupied orbital energy ... 0.13 eV
Calculated total energy ... -62548.011 eV
F_max ... 0.0193 Eh/bohr

Last column: Mulliken charge in e.
Geometry (Å):
C  -2.93  1.65  3.27  -0.951
C  -3.89  1.10  2.23  -0.411
O  -3.30  1.13  0.93  -0.286
C  -3.71  2.19  0.07  -0.571
B  -3.32  1.61  -1.34  0.494
O  -4.29  1.17  -2.22  -0.392
B  -4.02  -0.05  -2.81  0.217
C  -5.08  -1.20  -2.91  -0.642
B  -6.40  -1.12  -2.05  0.478
O  -6.45  -0.34  -0.93  -0.442
O  -7.53  -1.84  -2.37  -0.563
O  -2.71  -0.24  -3.25  -0.192
B  -1.73  0.20  -2.37  0.248
B  -0.36  -0.80  -2.07  0.300
O  0.71  -0.93  -2.93  -0.419
O  -0.31  -1.53  -0.90  -0.441
O  -2.00  1.38  -1.69  -0.161
H  -1.92  1.43  2.94  0.099
H  -3.09  1.16  4.24  0.395
H  -3.02  2.73  3.39  0.324
H  -4.12  0.05  2.43  0.330
H  -4.84  1.64  2.22  0.304
H  -3.20  3.13  0.33  0.272
H  -4.79  2.35  0.13  0.290
H  -5.31  -1.40  -3.97  0.322
H  -4.55  -2.11  -2.59  0.297
H  -7.18  -0.60  -0.36  0.275
H  -7.36  -2.63  -2.89  0.300
H  0.46  -0.90  -3.85  0.264
H  -0.45  -2.47  -0.99  0.256
C  2.79  1.45  1.88  -0.072
C  1.96  0.92  3.05  -0.628
C  1.50  2.13  3.88  -0.703
S  1.39  3.51  2.72  1.130
O  2.36  4.51  3.09  -0.694
O  0.01  3.89  2.52  -0.616
C  1.98  2.61  1.29  -0.683
H  2.98  0.69  1.12  -0.129
H  3.75  1.82  2.23  0.336
H  1.09  0.38  2.66  0.204
H  2.53  0.22  3.66  0.393
H  0.52  2.00  4.33  0.366
H  2.23  2.41  4.63  0.379
H  2.56  3.29  0.67  0.485
H  1.11  2.25  0.75  0.243
C  6.21  -3.25  -0.99  -0.562
C  5.09  -3.49  -2.02  -0.673
C  3.89  -2.64  -1.60  -0.473
S  4.56  -1.23  -0.70  1.340
O  4.14  -1.32  0.68  -0.691
O  4.35  -0.01  -1.44  -0.723
C  6.28  -1.74  -0.79  -0.816
H  7.16  -3.65  -1.32  0.362
H  5.95  -3.73  -0.04  0.287
H  5.44  -3.17  -3.00  0.304
H  4.83  -4.54  -2.08  0.342
H  3.30  -2.25  -2.43  0.234
H  3.23  -3.16  -0.90  0.331
H  6.77  -1.41  0.12  0.384
H  6.71  -1.24  -1.66  0.352

(5)
Here is a gas-phase ion, C12H29BrIN3O6P3S (charge +1) at a distorted geometry from the OMol25 dataset. Energies are from ωB97M-V with the def2-TZVPD basis set.

Summary:
Frontier orbital gap ... 7.0 eV
Charge ... +1
Lowest unoccupied orbital energy ... -4.68 eV
Calculated total energy ... -146509.716 eV
F_max ... 0.0354 Eh/bohr

Last column: Mulliken charge in e.
Geometry (Å):
C  -1.69  -3.63  4.32  -0.987
C  -0.63  -2.69  4.89  -0.382
S  0.41  -1.96  3.60  -0.023
C  -0.77  -0.74  2.97  -1.238
C  -0.26  0.05  1.77  0.582
C  1.24  0.18  1.63  -1.477
O  1.55  1.04  0.56  -0.248
C  1.09  0.65  -0.71  1.098
C  1.57  1.78  -1.65  -1.379
C  1.74  1.52  -3.16  -0.740
N  1.13  2.66  -3.89  -0.621
P  2.07  -0.89  -1.33  -0.353
P  4.12  -0.30  -0.89  0.877
O  4.65  0.63  -1.89  -0.630
O  4.29  0.25  0.59  -0.472
O  4.80  -1.74  -0.87  -0.468
C  -0.47  0.43  -0.72  0.609
C  -0.91  -0.14  -2.08  -1.357
C  -2.37  -0.56  -2.41  -1.070
C  -3.38  -0.94  -1.33  -1.350
I  -3.37  0.82  -3.76  0.097
P  -1.31  2.13  -0.46  0.119
N  -0.61  3.04  0.57  -0.689
O  -2.79  1.78  0.06  -0.529
O  -1.45  2.71  -1.92  -0.360
N  -0.92  -0.39  0.46  -0.052
Br  -0.73  -2.29  0.24  0.150
H  -2.26  -4.10  5.11  0.378
H  -1.22  -4.39  3.69  0.266
H  -2.40  -3.08  3.71  0.243
H  -1.13  -1.85  5.37  0.259
H  0.02  -3.19  5.60  0.428
H  -1.74  -1.20  2.75  0.412
H  -0.97  -0.02  3.77  0.637
H  -0.62  1.08  1.91  0.235
H  1.58  0.69  2.53  0.531
H  1.76  -0.77  1.59  0.553
H  1.01  2.70  -1.53  0.553
H  2.56  2.00  -1.26  0.784
H  1.27  0.59  -3.49  0.298
H  2.78  1.50  -3.44  0.631
H  1.54  2.74  -4.81  0.265
H  0.14  2.54  -3.99  0.167
H  1.92  -1.90  -0.36  0.041
H  4.64  1.15  0.53  0.369
H  5.72  -1.62  -0.57  0.345
H  -0.27  -0.99  -2.31  0.610
H  -0.64  0.61  -2.81  0.320
H  -2.29  -1.43  -3.06  0.695
H  -3.54  -0.18  -0.56  0.328
H  -3.16  -1.90  -0.88  0.326
H  -4.35  -1.07  -1.80  0.548
H  -0.28  3.91  0.17  0.287
H  -2.80  2.00  1.00  0.423
H  -2.36  3.04  -2.04  0.407
H  -1.92  -0.26  0.62  0.553